No. 1
The following is a quantum chemistry calculation of C30H85BeF6N7O9P as an isolated structure in a non-equilibrium geometry, from OMol25.

Structure (XYZ):
```
139
C30H85BeF6N7O9P, DFT ωB97M-V/def2-TZVPD
Be -29.47178 -12.24485 8.64315
P -26.17124 -13.52993 6.40024
F -24.99560 -13.20432 7.45319
F -25.64461 -12.44717 5.31031
F -25.12745 -14.47805 5.56612
F -27.40819 -14.00698 5.41224
F -26.66379 -14.84483 7.30804
F -27.13386 -12.39416 7.16072
C -30.89570 -13.04222 4.05203
C -30.90499 -13.61384 5.46794
C -30.67375 -15.09817 5.35147
O -30.82462 -15.81498 6.63692
C -30.87507 -17.25909 6.49866
N -29.79987 -12.93182 6.16416
H -31.75424 -13.38405 3.47397
H -29.94867 -13.29390 3.57465
H -30.93128 -11.95738 3.95222
H -31.83270 -13.23870 5.90006
H -29.65013 -15.23094 5.00120
H -31.47360 -15.46322 4.70721
H -30.76782 -17.76338 7.45902
H -29.99271 -17.67630 6.01342
H -31.70960 -17.74723 5.99528
H -29.91527 -11.93633 6.03856
H -28.98384 -13.24429 5.65764
C -29.39643 -20.64475 10.21552
C -28.02266 -20.96993 9.70946
C -27.68181 -20.21910 8.40913
O -27.95654 -18.80403 8.46919
C -27.62214 -18.20649 7.20915
N -26.97743 -20.49712 10.67730
H -29.68573 -20.93688 11.22500
H -30.13667 -21.02767 9.51301
H -29.48348 -19.55872 10.18288
H -28.13393 -22.05292 9.65596
H -28.37482 -20.60263 7.66031
H -26.70201 -20.53691 8.05261
H -28.07954 -17.22932 7.05413
H -27.92343 -18.75759 6.31830
H -26.53564 -18.13298 7.16206
H -27.11308 -19.49708 10.71746
H -26.05931 -20.45471 10.25855
C -26.56532 -11.97706 12.46105
C -27.77780 -12.02759 11.57353
C -28.80832 -10.95219 11.89434
O -29.73987 -10.93103 10.76887
C -30.60365 -9.82507 10.95832
N -27.35042 -12.16058 10.19040
H -25.92645 -11.11420 12.27288
H -25.92608 -12.83413 12.24912
H -26.84473 -11.90703 13.51230
H -28.26034 -12.98187 11.78473
H -28.27745 -10.01426 11.73134
H -29.30146 -11.06146 12.86024
H -31.04116 -9.87205 11.95555
H -31.37627 -9.82718 10.18944
H -30.01271 -8.91694 11.07734
H -26.61264 -12.81971 10.39370
H -26.82552 -11.33296 9.94620
C -26.01030 -9.68804 3.10930
C -27.32424 -9.40074 4.01978
C -28.41026 -8.57486 3.29872
O -27.88119 -7.28040 3.04039
C -28.88555 -6.33065 3.06754
N -27.87094 -10.66156 4.47658
H -26.36505 -10.38717 2.35202
H -25.13092 -9.99122 3.67751
H -25.75561 -8.71834 2.68162
H -26.87523 -8.96585 4.91274
H -29.24472 -8.58863 3.99986
H -28.79803 -9.08663 2.41791
H -29.28399 -6.27845 4.08076
H -29.78420 -6.64512 2.53684
H -28.54190 -5.38856 2.64036
H -28.19665 -11.18671 3.67769
H -27.11502 -11.13456 4.95089
C -22.47783 -13.59414 1.79509
C -23.95474 -13.47142 2.24664
C -24.88798 -13.48203 0.92204
O -24.52345 -12.26272 0.20307
C -25.29079 -11.94060 -0.96329
N -24.19045 -14.70916 3.03769
H -21.96991 -12.70885 1.41249
H -22.27213 -14.36525 1.05268
H -21.83147 -13.84236 2.63694
H -24.00706 -12.57025 2.85759
H -25.95991 -13.41704 1.10873
H -24.75140 -14.40299 0.35522
H -25.16023 -10.87964 -1.17640
H -26.36063 -12.02809 -0.77387
H -24.98839 -12.42501 -1.89173
H -23.41243 -14.87526 3.65995
H -24.97867 -14.56412 3.65231
C -28.19599 -15.64441 10.44717
C -29.47723 -15.61246 9.53526
C -30.83333 -15.23021 10.15441
O -30.81542 -13.97426 10.77169
C -31.94337 -13.63364 11.57030
N -29.13924 -14.79212 8.45829
H -28.00317 -14.72248 10.99577
H -27.25062 -15.80328 9.92839
H -28.43779 -16.45417 11.13559
H -29.70846 -16.61425 9.17325
H -31.14921 -15.93858 10.92027
H -31.66987 -15.27138 9.45684
H -31.92996 -14.17183 12.51807
H -32.95285 -13.67868 11.16164
H -31.83474 -12.57919 11.82414
H -29.53023 -15.03663 7.55971
H -28.17645 -15.06859 8.32911
C -29.58679 -8.07515 7.85233
C -28.27556 -8.84461 7.66136
C -27.38020 -8.80692 8.93891
O -26.35607 -9.74809 9.04086
C -25.15908 -9.57944 8.25874
N -28.58386 -10.26075 7.37373
H -30.26133 -8.36733 8.65715
H -30.20560 -8.18557 6.96183
H -29.33279 -7.01980 7.95150
H -27.77891 -8.41999 6.78892
H -28.07335 -8.98901 9.76019
H -27.06423 -7.76833 9.03691
H -24.33981 -10.12854 8.72283
H -24.84684 -8.53607 8.30337
H -25.17261 -9.89194 7.21458
H -28.99670 -10.10706 6.46485
H -27.63639 -10.57336 7.21665
C -22.36810 -11.54703 5.34986
O -22.83656 -11.27337 6.59184
H -21.35138 -11.93662 5.40096
H -22.97704 -12.34531 4.92555
H -22.34526 -10.57901 4.84935
H -23.77475 -11.47245 6.63376
C -23.24705 -13.79026 9.99081
O -24.39298 -13.85770 10.70773
H -22.28785 -13.76589 10.50796
H -23.21798 -14.76212 9.49812
H -23.26565 -13.03593 9.20421
H -24.30010 -14.70080 11.15736
```

Output
HOMO in eV: -10.361
Energy relative to the best compared isomer or geometry (same formula, charge and spin) in kcal/mol: 0.00
E_tot in eV: -87333.8561
Gap between HOMO and LUMO in eV: 5.870
Molecular weight in g mol⁻¹: 842.024
F_max in eV Å⁻¹: 3.7
Total charge: +1



No. 2
The following is a quantum chemistry calculation of a 9-piece molecular cluster, C30H85N11O9 overall in a non-equilibrium geometry, from OMol25.

Structure (XYZ):
```
135
C30H85N11O9, DFT ωB97M-V/def2-TZVPD
C 3.52186 4.69306 3.48732
O 2.21429 5.15029 3.19285
C 1.98291 5.21739 1.81856
C 0.56151 5.65676 1.51673
C -0.39868 5.21721 2.63900
N 0.08228 5.15064 0.21702
H 3.71532 4.66290 4.54893
H 4.16279 5.44797 3.03202
H 3.71996 3.70914 3.07729
H 2.71177 5.77956 1.23281
H 2.08726 4.20962 1.42459
H 0.42653 6.68238 1.32891
H -0.42168 4.15426 2.79565
H -1.44630 5.54665 2.48948
H -0.14992 5.77703 3.54856
H -0.56256 5.82763 -0.14207
H -0.34844 4.25222 0.37830
C 3.07367 1.38744 1.09390
O 4.01346 1.22017 2.08072
C 3.40360 0.69881 3.32102
C 2.90513 -0.76137 3.19275
C 2.39432 -1.05989 4.59510
N 4.14801 -1.51387 2.99607
H 2.19458 1.95779 1.47016
H 2.78905 0.45699 0.58897
H 3.53846 1.97698 0.31807
H 4.24841 0.53401 3.99444
H 2.65285 1.34738 3.79026
H 2.04429 -0.94518 2.50945
H 1.86643 -2.04293 4.60148
H 1.68608 -0.34670 4.93823
H 3.23860 -1.10676 5.26011
H 4.45897 -1.43509 2.03388
H 3.95445 -2.48740 3.15795
C 1.20668 -3.77900 -6.38387
O 1.83658 -2.60268 -6.62712
C 0.94046 -1.50329 -6.56077
C 0.46956 -1.17750 -5.15803
C -0.25602 0.14039 -5.18737
N 1.57812 -1.07333 -4.15120
H 1.92648 -4.61193 -6.36816
H 0.46491 -3.96302 -7.13490
H 0.63485 -3.80796 -5.40213
H 1.47758 -0.63987 -7.03637
H 0.08920 -1.65070 -7.29073
H -0.21347 -1.98642 -4.93155
H -0.51507 0.34173 -4.12262
H -1.11669 0.00006 -5.87431
H 0.42308 0.93767 -5.56247
H 2.37814 -1.55492 -4.58835
H 1.83166 -0.10258 -4.16932
C 5.33632 -4.06606 1.19462
O 4.58947 -3.18496 0.39129
C 3.35344 -3.73610 -0.02023
C 2.78560 -2.90566 -1.11080
C 2.64403 -1.47670 -0.70835
N 1.44398 -3.41635 -1.50350
H 5.68126 -4.96014 0.69235
H 4.75882 -4.39409 2.12124
H 6.10361 -3.44666 1.60591
H 3.51340 -4.74837 -0.37392
H 2.63125 -3.79653 0.84058
H 3.50787 -2.92873 -1.92681
H 3.60294 -1.12591 -0.24689
H 1.87436 -1.25570 0.04660
H 2.45211 -0.82492 -1.50998
H 1.56929 -4.23365 -2.06088
H 1.22535 -2.65372 -2.12027
C -4.68578 -2.05755 -1.83699
O -4.54746 -1.31426 -3.04434
C -3.70046 -0.17928 -2.70961
C -3.73753 0.91020 -3.86303
C -2.76334 1.98716 -3.61795
N -5.09659 1.36858 -4.21849
H -3.59041 -2.33022 -1.60131
H -5.26631 -2.98232 -2.03630
H -5.14620 -1.45729 -0.97449
H -4.01825 0.31081 -1.82650
H -2.66977 -0.54223 -2.49750
H -3.45758 0.40973 -4.79324
H -1.79632 1.65529 -3.28339
H -3.08866 2.66977 -2.84628
H -2.59770 2.60093 -4.46041
H -5.43079 2.00031 -3.50848
H -5.74958 0.59271 -4.15863
C -4.93700 2.64456 0.02587
O -5.03397 1.90012 1.16818
C -4.53369 2.52927 2.29856
C -4.92657 1.66776 3.53671
C -3.99992 2.01367 4.67758
N -4.99693 0.25812 3.40204
H -5.20879 1.98180 -0.81285
H -3.97896 3.12545 -0.06458
H -5.67357 3.48959 0.11255
H -3.40232 2.63156 2.28294
H -4.90961 3.53416 2.47571
H -5.96240 1.98650 3.77135
H -3.77816 3.06973 4.75773
H -3.02261 1.54880 4.66372
H -4.41634 1.78674 5.64974
H -4.02301 -0.06765 3.43592
H -5.40346 -0.09324 2.56414
C 0.96275 -6.12830 3.71846
O 0.94850 -4.76462 3.11970
C -0.01000 -4.67077 2.06836
C -0.16781 -3.17075 1.83509
C -0.93735 -2.49990 2.96854
N -0.83795 -2.87436 0.55697
H 1.65187 -6.09719 4.58346
H 1.34483 -6.85981 3.01370
H -0.05268 -6.29623 4.09567
H 0.32788 -5.22828 1.15944
H -1.02197 -5.10773 2.34704
H 0.88076 -2.82614 1.72554
H -0.42137 -2.50588 3.88964
H -1.95422 -2.90265 2.93436
H -1.02367 -1.49128 2.66410
H -0.23826 -3.12911 -0.23239
H -1.59127 -3.51219 0.46934
N 0.71224 3.15291 -2.06076
C 1.87548 2.62514 -2.50585
N 2.88779 3.54778 -2.50118
O 1.94654 1.46068 -2.89121
H 0.75634 3.85900 -1.37381
H 0.13855 2.42816 -1.65770
H 3.82901 3.23072 -2.54716
H 2.73746 4.36169 -1.99678
N -2.48847 0.21399 0.31791
C -1.47823 0.90459 -0.25256
N -0.60883 0.10014 -0.82529
O -1.37967 2.14555 -0.24121
H -2.40653 -0.77208 0.53890
H -3.15624 0.74251 0.81246
H -0.68893 -0.88511 -0.57884
H 0.31506 0.47275 -1.11248
```

Output
HOMO in eV: -9.072
Energy relative to the best compared isomer or geometry (same formula, charge and spin) in kcal/mol: 38.25
E_tot in eV: -67304.6789
Gap between HOMO and LUMO in eV: 9.561
Molecular weight in g mol⁻¹: 744.078
SMILES: COC[C@H](C)N.COC[C@H](C)N.COC[C@H](C)N.COC[C@H](C)N.COC[C@H](C)N.COC[C@H](C)N.COC[C@H](C)N.NC(N)=O.NC(N)=O
F_max in eV Å⁻¹: 3.2



No. 3
The following is a quantum chemistry calculation of C30H86AsF6N2O34P8 as an isolated structure in a non-equilibrium geometry, from OMol25.

Structure (XYZ):
```
167
C30H86AsF6N2O34P8, DFT ωB97M-V/def2-TZVPD
As 17.46417 12.45367 -1.18407
F 18.75124 11.34949 -1.97574
F 17.05990 12.92374 -2.93820
F 16.03612 13.39704 -0.65523
F 17.86351 11.90950 0.45807
F 18.56526 13.82389 -1.11657
F 16.26186 11.13749 -1.26061
C 21.54057 12.23272 3.76556
O 22.73928 12.36544 4.01387
N 20.57371 13.00606 4.26220
C 19.13063 12.77812 3.97753
C 20.92334 13.88388 5.42335
H 21.12552 11.56554 2.99432
H 18.67206 13.76229 4.07353
H 18.61760 12.22795 4.76635
H 18.91795 12.28762 3.02765
H 20.46068 14.85390 5.24141
H 20.54606 13.41698 6.33317
H 21.99683 14.06715 5.37709
C 17.98680 16.51181 3.58789
O 18.32279 17.30990 4.47859
N 18.22632 16.79478 2.29995
C 18.88706 17.98060 1.72587
C 18.01894 15.71312 1.36406
H 17.49032 15.53211 3.66456
H 19.25873 18.75968 2.39145
H 18.12435 18.54344 1.18776
H 19.73577 17.61681 1.14668
H 17.14143 15.07795 1.48505
H 17.89667 16.02617 0.32718
H 18.78235 14.93653 1.41125
C 23.52670 17.17658 -5.60943
O 22.17892 17.13182 -5.25885
P 21.33724 15.65793 -5.36834
O 21.63123 14.76292 -6.52289
O 21.53901 15.04880 -3.87490
C 21.21101 13.67226 -3.62124
O 19.72329 16.12675 -5.39974
C 19.30076 16.90734 -6.55778
H 24.17767 17.87832 -5.08798
H 23.48897 17.47857 -6.65608
H 24.06627 16.24391 -5.44481
H 21.92081 13.29895 -2.88306
H 21.43696 13.09184 -4.51576
H 20.18499 13.58372 -3.26410
H 20.04165 17.19098 -7.30526
H 18.81791 17.79698 -6.15343
H 18.45661 16.42001 -7.04565
C 18.50352 16.84105 -2.47647
O 18.26280 17.68593 -1.36358
P 17.12497 18.85177 -1.43201
O 16.75917 19.32456 -2.80606
O 15.85523 18.28057 -0.58202
C 15.25915 17.02023 -0.98753
O 17.75891 20.02223 -0.51437
C 17.27611 21.37762 -0.46185
H 18.07046 17.21706 -3.40339
H 18.00797 15.87793 -2.35430
H 19.55492 16.57575 -2.58730
H 14.17281 16.99511 -1.07320
H 15.60220 16.20846 -0.34609
H 15.50931 16.77739 -2.02027
H 16.56295 21.56295 -1.26507
H 18.12546 22.05281 -0.35767
H 16.65607 21.48422 0.42825
C 25.16874 12.32829 -1.64480
O 24.12184 11.64360 -1.02343
P 23.46745 12.34686 0.31549
O 24.43215 12.55204 1.40364
O 22.30589 11.29115 0.73223
C 21.39107 10.68876 -0.16768
O 22.67796 13.64740 -0.27114
C 21.51465 14.13454 0.28620
H 25.89826 11.55647 -1.89011
H 25.63246 13.08936 -1.01723
H 24.72301 12.76395 -2.53902
H 20.48330 10.55608 0.42093
H 21.84121 9.73706 -0.45006
H 21.15501 11.27971 -1.05263
H 20.64741 13.69766 -0.20891
H 21.21558 15.17707 0.17772
H 21.44583 13.89367 1.34701
C 13.09319 13.13913 -0.21406
O 12.46188 12.83398 1.00141
P 12.32795 11.18712 1.42745
O 11.82641 10.28513 0.34319
O 11.31759 11.17849 2.76409
C 11.59826 12.06939 3.87972
O 13.81517 10.89431 2.07067
C 14.95891 10.25451 1.45068
H 12.33481 13.25645 -0.98813
H 13.86555 12.40507 -0.44366
H 13.52085 14.10591 0.05156
H 10.97045 12.93667 4.08408
H 12.63431 12.39376 3.97718
H 11.57564 11.38398 4.72695
H 15.87228 10.76577 1.75476
H 14.91001 10.00754 0.39015
H 15.03411 9.31335 1.99535
C 14.33738 14.59849 -3.48159
O 14.33094 13.71912 -4.54853
P 12.99848 12.85912 -4.98782
O 13.11260 12.00132 -6.17005
O 12.50181 12.11024 -3.67829
C 13.12976 10.97500 -3.17703
O 11.84275 14.02502 -5.20139
C 10.47043 13.69687 -4.97461
H 15.17613 14.39176 -2.81685
H 13.48705 14.44154 -2.81795
H 14.24028 15.62775 -3.82699
H 13.69104 10.35554 -3.87657
H 12.49623 10.24437 -2.67412
H 13.83397 11.27583 -2.40135
H 9.99489 13.45669 -5.92555
H 9.88309 14.55248 -4.64134
H 10.36743 12.92757 -4.20932
C 15.01915 15.77180 -6.86616
O 14.59492 14.43872 -7.17616
P 15.43996 13.55484 -8.22582
O 14.77229 12.28025 -8.35436
O 15.50400 14.41646 -9.61530
C 15.45346 13.76017 -10.86188
O 16.92827 13.58266 -7.68328
C 17.07914 12.93870 -6.37815
H 15.40060 15.85424 -5.84842
H 14.28922 16.58094 -6.84194
H 15.81871 16.21405 -7.46046
H 16.42993 13.48411 -11.25987
H 14.91672 14.34612 -11.60799
H 14.98346 12.78068 -10.77355
H 16.11841 12.62059 -5.97328
H 17.46970 13.57718 -5.58576
H 17.83251 12.15968 -6.49504
C 17.17286 9.83877 -4.92751
O 17.28955 9.67555 -6.31253
P 16.19742 8.89028 -7.15208
O 14.94469 9.69860 -7.33735
O 17.07158 8.30538 -8.39806
C 18.49287 8.60741 -8.50508
O 15.89098 7.58131 -6.24245
C 17.01599 6.79360 -5.69013
H 16.29721 9.39725 -4.45168
H 17.09709 10.89923 -4.68713
H 18.06741 9.52798 -4.38780
H 18.86803 8.06747 -9.37447
H 18.99034 8.16721 -7.64088
H 18.72192 9.67305 -8.51255
H 16.86284 6.55386 -4.63791
H 17.87407 7.45372 -5.56347
H 17.42227 5.94408 -6.23909
C 14.99212 7.06461 -0.21896
O 16.21972 7.53323 0.33104
P 17.57641 6.84263 -0.30483
O 17.66749 6.69098 -1.73503
O 18.76154 7.76926 0.31295
C 18.64733 8.40532 1.59139
O 17.64062 5.47885 0.54489
C 18.69637 4.54289 0.24241
H 14.56953 7.69973 -0.99750
H 14.34441 7.07371 0.65768
H 15.03198 6.00341 -0.46466
H 17.78880 8.02987 2.14825
H 18.35848 9.44126 1.41396
H 19.59886 8.46226 2.12001
H 19.55377 4.84199 -0.36049
H 18.39838 3.63229 -0.27730
H 19.12249 4.18172 1.17840
```

Output
HOMO in eV: -7.525
E_tot in eV: -256573.8744
Gap between HOMO and LUMO in eV: 9.400
Molecular weight in g mol⁻¹: 1455.700
F_max in eV Å⁻¹: 4.7
Total charge: -1